Entry 1:
Computed, not measured: 2 unconnected molecules or ions with the total composition C4H12, with ωB97M-V with the def2-TZVPD basis set.

The geometry in XYZ format:
```
16
Properties=species:S:1:pos:R:3:nbo_charge:R:1
H 1.12061 -1.19813 2.49960 0.233
H -2.24415 0.69374 -2.96534 0.283
H 2.11590 1.46903 1.32936 0.218
C 2.16294 0.40439 1.55587 -0.616
H -0.16737 -0.57106 -1.57900 0.367
C -1.84255 0.64338 -1.96154 -0.475
H -1.68607 -1.21688 -0.80903 0.267
H -1.29644 1.53869 -1.61926 0.314
H 0.29239 0.40192 2.62569 0.227
C -1.27021 -0.78581 -1.71312 -0.524
H -1.38162 -1.40226 -2.59493 0.263
H 2.88467 0.29205 2.40948 0.249
H 2.72151 -0.14438 0.81266 0.221
C 0.88810 -0.26058 1.99839 -0.584
H -2.56189 0.63891 -1.09462 0.374
H 0.26417 -0.50300 1.10579 0.183
```

Summary:
**Relative energy (zero: lowest compared OMol25 entry of this formula, charge and spin)**: 62.9 kJ/mol
**Gap between HOMO and LUMO (spin up / spin down)**: 11.736 / 3.259 eV
**Strongest force on any atom**: 0.0353 Eh/bohr
**Total charge**: +1
**Spin multiplicity**: 2
**Expectation value of S²**: 0.753



Entry 2:
Computed, not measured: 2 unconnected molecules or ions with the total composition C4H12, with ωB97M-V with the def2-TZVPD basis set.

The geometry in XYZ format:
```
16
Properties=species:S:1:pos:R:3:nbo_charge:R:1
H 0.45325 0.24100 -2.85687 0.268
H 0.46138 0.98907 -1.33391 0.295
C 1.51506 -0.87455 -1.32119 -0.604
H 2.21687 -0.73797 -0.49309 0.248
C 1.14772 0.37656 -2.01150 -0.551
C -1.88978 -0.16805 1.50432 -0.590
H -0.98745 1.46757 2.62457 0.264
H -2.85384 0.26293 1.77213 0.253
H 0.04629 0.03377 2.36644 0.290
H -1.87654 -1.23238 1.76701 0.279
C -0.73685 0.67684 1.92490 -0.560
H 1.98137 1.01258 -2.29934 0.256
H 1.95901 -1.57164 -2.06989 0.319
H -1.89408 -0.12532 0.37674 0.304
H 0.62801 -1.41454 -0.98369 0.238
H -0.17042 1.06413 1.03337 0.291
```

Summary:
**Relative energy (zero: lowest compared OMol25 entry of this formula, charge and spin)**: 53.3 kJ/mol
**Gap between HOMO and LUMO (spin up / spin down)**: 14.073 / 3.734 eV
**Strongest force on any atom**: 0.0223 Eh/bohr
**Total charge**: +1
**Spin multiplicity**: 2
**Expectation value of S²**: 0.753



Entry 3:
Computed, not measured: 2 unconnected molecules or ions with the total composition C4H12, with ωB97M-V with the def2-TZVPD basis set.

The geometry in XYZ format:
```
16
Properties=species:S:1:pos:R:3:nbo_charge:R:1
H -0.11128 -0.50457 -1.68747 0.340
H -1.12793 -2.27097 -0.08330 0.404
H 0.19534 3.21313 0.64686 0.248
H -0.72016 2.77937 2.10307 0.234
H 0.71477 0.95842 1.73908 0.236
C -0.55345 2.50926 1.06208 -0.617
H 0.62491 -1.82957 -2.44684 0.270
H 0.00556 -3.41250 -0.71734 0.279
H 0.27547 -2.08527 0.56295 0.354
H 0.87074 1.23832 0.03374 0.216
C 0.12504 1.17956 0.85543 -0.589
H 1.40521 -0.95156 -1.02609 0.337
H -1.49270 2.73510 0.55891 0.231
H -0.53453 0.36983 0.49951 0.198
C 0.49158 -1.39633 -1.45839 -0.624
C -0.05959 -2.35275 -0.48837 -0.516
```

Summary:
**Relative energy (zero: lowest compared OMol25 entry of this formula, charge and spin)**: 67.8 kJ/mol
**Gap between HOMO and LUMO (spin up / spin down)**: 12.432 / 3.780 eV
**Strongest force on any atom**: 0.0358 Eh/bohr
**Total charge**: +1
**Spin multiplicity**: 2
**Expectation value of S²**: 0.753



In the order shown, the computed energy values come out to -159.14589 -159.14955 -159.14400 a.u..